# 1
# C4H8N2O

The molecule C4H8N2O (ωB97M-V/def2-TZVPD, the OMol25 dataset).

Calculated values
**Gap between HOMO and LUMO**: 8.77 eV
**ΔE to the lowest compared entry with this formula, charge and spin**: 3.7257 eV
**E_tot**: -341.86673 Eh
**HOMO energy**: -7.829 eV

Each line ends with the natural charge from an NBO analysis.
Positions of all 15 atoms, in Å:
C -1.430 -1.397 -0.044  -0.681
C -0.385 -0.491 -0.632  -0.171
C -0.731 0.931 -0.763  -0.264
N -0.041 0.608 0.504  -0.509
C 1.336 0.344 0.773  0.821
O 1.622 -0.158 1.834  -0.602
N 2.219 0.733 -0.196  -0.831
H -2.309 -0.896 0.409  0.163
H -1.789 -2.075 -0.824  0.231
H -0.968 -2.023 0.730  0.226
H -0.178 1.603 -1.423  0.200
H -1.742 1.302 -0.540  0.189
H -0.606 0.620 1.350  0.421
H 1.883 0.600 -1.140  0.406
H 3.120 0.301 -0.039  0.402

=====

# 2
# C12H20O10

A cluster of 4 separate species, C12H20O10 in total in a non-equilibrium geometry (ωB97M-V/def2-TZVPD, the OMol25 dataset).

Calculated values
**Gap between HOMO and LUMO**: 11.32 eV
**SMILES**: C[C@H]1COC(=O)O1.C[C@H]1COC(=O)O1.C[C@H]1COC(=O)O1.O
**E_tot**: -1221.70158 Eh
**HOMO energy**: -10.991 eV

Each line ends with the natural charge from an NBO analysis.
Positions of all 42 atoms, in Å:
C 4.188 -0.053 1.562  -0.626
C 2.685 0.009 1.529  0.055
C 2.034 0.982 2.539  -0.098
O 1.195 1.812 1.747  -0.487
C 1.292 1.455 0.446  0.981
O 0.616 1.896 -0.425  -0.601
O 2.270 0.556 0.274  -0.494
H 4.617 0.927 1.342  0.216
H 4.559 -0.742 0.802  0.226
H 4.551 -0.393 2.531  0.227
H 2.293 -0.994 1.695  0.209
H 2.777 1.519 3.128  0.193
H 1.411 0.409 3.226  0.198
C -2.715 2.789 -3.655  -0.636
C -2.410 1.377 -3.189  0.064
C -2.173 1.242 -1.683  -0.090
O -3.432 0.762 -1.192  -0.497
C -4.149 0.259 -2.216  0.968
O -5.162 -0.344 -2.110  -0.576
O -3.545 0.516 -3.398  -0.497
H -3.316 3.349 -2.939  0.216
H -3.292 2.722 -4.578  0.230
H -1.775 3.296 -3.867  0.223
H -1.595 0.955 -3.773  0.194
H -1.910 2.187 -1.219  0.216
H -1.413 0.499 -1.446  0.184
C -2.090 -2.565 -1.074  -0.624
C -0.786 -3.187 -0.610  0.070
C 0.256 -2.128 -0.129  -0.093
O 0.640 -2.610 1.151  -0.516
C -0.033 -3.747 1.468  0.978
O 0.203 -4.414 2.414  -0.559
O -1.030 -3.941 0.573  -0.491
H -2.835 -3.310 -1.334  0.238
H -1.896 -1.958 -1.965  0.210
H -2.424 -1.872 -0.302  0.224
H -0.325 -3.791 -1.393  0.182
H -0.155 -1.124 -0.027  0.186
H 1.101 -2.150 -0.814  0.196
O 4.004 2.909 5.769  -0.937
H 3.217 3.204 5.303  0.467
H 4.551 3.695 5.839  0.471

=====

# 3
# C12H24N2O4

A cluster of 3 separate species, C12H24N2O4 in total in a non-equilibrium geometry (ωB97M-V/def2-TZVPD, the OMol25 dataset).

Calculated values
**Gap between HOMO and LUMO**: 10.05 eV
**SMILES**: CC[C@@H]1COC(=O)C1.CN(C)C=O.CN(C)C=O
**ΔE to the lowest compared entry with this formula, charge and spin**: 2.1484 eV
**E_tot**: -882.10995 Eh
**HOMO energy**: -9.359 eV

Each line ends with the natural charge from an NBO analysis.
Positions of all 42 atoms, in Å:
C -0.816 1.990 0.352  -0.611
C -1.689 1.153 -0.576  -0.409
C -3.183 1.458 -0.492  -0.230
C -3.559 2.950 -0.535  -0.080
O -3.869 3.290 0.810  -0.519
C -4.602 2.211 1.262  0.800
O -5.659 2.336 1.834  -0.543
C -3.890 0.956 0.786  -0.530
H -0.801 3.039 0.077  0.198
H -1.108 1.882 1.392  0.203
H 0.209 1.638 0.266  0.207
H -1.382 1.358 -1.600  0.192
H -1.541 0.099 -0.361  0.255
H -3.618 0.904 -1.322  0.209
H -2.770 3.569 -0.935  0.196
H -4.444 3.038 -1.162  0.174
H -4.657 0.220 0.589  0.236
H -3.136 0.613 1.483  0.246
C 0.018 -4.956 -1.353  -0.398
N 0.012 -3.562 -0.961  -0.420
C 1.072 -2.681 -1.433  -0.421
C -0.939 -3.047 -0.171  0.534
O -0.982 -1.881 0.184  -0.654
H 0.933 -5.442 -1.009  0.199
H -0.038 -5.044 -2.440  0.196
H -0.836 -5.468 -0.916  0.209
H 1.613 -2.255 -0.590  0.238
H 0.644 -1.862 -2.012  0.209
H 1.765 -3.241 -2.055  0.206
H -1.698 -3.785 0.139  0.106
C 4.838 2.023 1.045  -0.398
N 4.128 0.788 0.780  -0.426
C 3.041 0.387 1.660  -0.418
C 4.437 -0.009 -0.256  0.532
O 3.863 -1.049 -0.513  -0.638
H 5.305 1.989 2.031  0.197
H 4.151 2.871 1.009  0.198
H 5.614 2.170 0.296  0.211
H 3.261 -0.580 2.113  0.214
H 2.113 0.293 1.097  0.219
H 2.917 1.132 2.441  0.204
H 5.271 0.374 -0.868  0.106

=====

# 4
# C24H35Cl2F8N6O5S2

A cluster of 2 separate species, C24H35Cl2F8N6O5S2 in total in a non-equilibrium geometry (ωB97M-V/def2-TZVPD, the OMol25 dataset).

Calculated values
**Gap between HOMO and LUMO**: 7.28 eV
**Net charge**: +1
**ΔE to the lowest compared entry with this formula, charge and spin**: 0.8446 eV
**E_tot**: -4155.59918 Eh
**HOMO energy**: -11.292 eV

Each line ends with the Mulliken charge.
Positions of all 82 atoms, in Å:
C -1.854 4.670 1.951  -1.201
C -1.377 3.769 3.058  1.182
C -2.073 3.933 4.372  -1.521
N -0.383 2.959 2.997  -0.335
C -0.062 2.264 1.813  -0.172
C 1.466 2.090 1.703  -1.376
C 1.865 1.062 2.797  -2.062
C 1.824 1.582 0.260  0.020
C 1.758 2.763 -0.793  -0.263
Cl 1.113 4.311 -0.094  -0.150
C 1.064 2.626 -2.149  -0.138
C 1.778 1.771 -3.199  -0.880
Cl -0.699 2.358 -2.068  -0.160
S 3.670 1.203 0.379  1.252
O 4.240 1.247 -0.942  -0.701
O 3.924 -0.023 1.072  -0.668
C 4.544 2.648 1.228  0.730
F 3.940 3.797 0.978  -0.212
F 4.653 2.468 2.522  -0.209
F 5.736 2.666 0.696  -0.193
N 1.035 0.342 0.076  1.196
C 1.175 -0.645 -1.039  -1.429
C 2.537 -1.149 -1.479  -0.488
C 2.283 -2.425 -2.348  -1.279
C 3.173 -2.462 -3.585  -1.011
S 2.620 -1.444 -4.990  -0.220
C 0.888 -1.517 -4.958  0.623
N 0.146 -0.538 -5.372  -0.254
N -1.165 -0.943 -5.225  -0.472
C -1.125 -2.127 -4.735  -0.006
O 0.138 -2.570 -4.550  -0.327
C -0.241 0.316 0.535  -1.096
N -1.246 -0.234 -0.193  0.311
N -0.521 0.809 1.780  0.460
C -1.765 0.394 2.386  0.471
F -1.685 0.598 3.701  -0.307
F -1.835 -0.939 2.210  -0.109
C -3.138 1.009 1.902  0.629
F -2.942 2.014 1.048  -0.207
F -3.844 0.083 1.264  -0.253
F -3.858 1.425 2.913  -0.263
H -1.229 5.562 1.920  0.326
H -1.895 4.194 0.974  0.314
H -2.871 4.997 2.173  0.427
H -1.872 4.948 4.738  0.430
H -3.151 3.876 4.239  0.368
H -1.681 3.243 5.111  0.341
H -0.474 2.718 0.910  0.130
H 1.981 2.999 1.983  0.866
H 2.883 1.198 3.143  0.565
H 1.206 1.155 3.656  0.445
H 1.805 0.035 2.444  0.346
H 2.764 3.075 -1.059  0.894
H 1.132 3.636 -2.546  0.858
H 1.226 0.877 -3.464  -0.268
H 1.840 2.338 -4.127  0.482
H 2.800 1.546 -2.904  0.313
H 0.662 -1.550 -0.713  1.091
H 0.611 -0.317 -1.915  0.657
H 3.161 -1.474 -0.653  0.409
H 3.090 -0.461 -2.105  0.161
H 1.229 -2.508 -2.582  0.612
H 2.521 -3.305 -1.748  0.464
H 3.254 -3.490 -3.934  0.593
H 4.182 -2.152 -3.315  0.458
H -1.972 -2.739 -4.482  0.479
H -2.004 0.335 -0.531  0.252
H -1.249 -1.218 -0.411  0.061
O -0.576 -3.842 0.246  -0.561
C -1.646 -4.284 0.599  0.609
O -2.107 -5.396 0.028  -0.353
C -3.271 -6.094 0.498  -0.396
C -4.546 -5.530 -0.090  -0.943
C -2.488 -3.524 1.594  -0.690
H -3.290 -6.116 1.588  0.385
H -3.132 -7.121 0.167  0.320
H -4.708 -4.495 0.216  0.234
H -5.404 -6.119 0.230  0.363
H -4.497 -5.545 -1.179  0.295
H -3.039 -2.762 1.043  0.123
H -1.816 -3.055 2.297  0.165
H -3.190 -4.120 2.172  0.464

=====

# 5
# C18H15ClF3INO3S2

A structure of composition C18H15ClF3INO3S2 in a non-equilibrium geometry (ωB97M-V/def2-TZVPD, the OMol25 dataset).

Calculated values
**Gap between HOMO and LUMO**: 4.57 eV
**Net charge**: -1
**ΔE to the lowest compared entry with this formula, charge and spin**: 3.3063 eV
**E_tot**: -2828.98357 Eh
**HOMO energy**: -3.358 eV

Each line ends with the natural charge from an NBO analysis.
Positions of all 44 atoms, in Å:
C 4.020 1.519 -1.746  -0.620
C 3.637 0.875 -0.405  0.224
C 4.867 0.639 0.466  -0.636
C 2.517 1.672 0.339  -0.030
C 2.307 1.613 1.753  -0.148
I 3.771 1.631 3.300  0.121
C 1.001 1.439 2.220  -0.259
C 0.020 1.215 1.231  -0.262
C 0.144 1.957 0.039  -0.245
C 1.438 2.152 -0.440  -0.213
O 3.341 -0.314 -0.892  -0.922
S 0.833 -1.083 0.557  0.513
C 1.263 -2.799 0.129  0.814
F 2.472 -2.986 0.675  -0.300
F 0.354 -3.669 0.679  -0.336
F 1.296 -2.990 -1.202  -0.313
H 4.421 2.525 -1.582  0.151
H 4.771 0.822 -2.147  0.217
H 3.154 1.509 -2.413  0.196
H 5.310 1.605 0.722  0.171
H 4.590 0.028 1.336  0.202
H 5.532 0.033 -0.151  0.215
H 0.775 1.357 3.282  0.235
H -0.742 0.457 1.340  0.216
H -0.730 2.322 -0.522  0.203
H 1.619 2.539 -1.453  0.229
N -6.509 0.748 -3.838  -0.303
C -5.801 0.410 -2.968  0.280
C -4.937 -0.034 -1.907  -0.172
C -3.647 0.502 -1.781  -0.140
C -2.788 0.057 -0.768  -0.218
C -3.251 -0.919 0.108  -0.209
S -2.369 -1.492 1.558  2.116
C -0.461 -1.482 1.289  -0.821
Cl 0.056 -1.904 2.978  -0.047
O -2.583 -0.582 2.662  -0.901
O -2.604 -2.912 1.637  -0.912
C -4.533 -1.452 0.006  -0.198
C -5.378 -1.016 -1.008  -0.161
H -3.314 1.276 -2.471  0.236
H -1.786 0.472 -0.657  0.259
H -0.825 -2.115 0.407  0.288
H -4.866 -2.194 0.729  0.247
H -6.383 -1.430 -1.092  0.232

=====

# 6
# C3HCl2N2

A cluster of 2 separate species, C3HCl2N2 in total in a non-equilibrium geometry (ωB97M-V/def2-TZVPD, the OMol25 dataset).

Calculated values
**Gap between HOMO and LUMO**: 7.55 eV
**Net charge**: +1
**ΔE to the lowest compared entry with this formula, charge and spin**: 1.7579 eV
**E_tot**: -1144.37725 Eh
**HOMO energy**: -15.444 eV

Each line ends with the natural charge from an NBO analysis.
Positions of all 8 atoms, in Å:
C -4.001 -0.230 0.424  0.371
C 1.875 -0.178 0.191  -0.061
C -1.597 -0.274 -0.106  0.338
N -5.104 -0.196 0.724  -0.165
N -2.746 -0.263 0.107  -0.526
Cl 2.120 -1.797 0.162  0.375
Cl 3.066 0.901 0.516  0.374
H 0.850 0.170 -0.011  0.294

=====

Among the records above, which one has the lowest gap between HOMO and LUMO? C18H15ClF3INO3S2

=====

Among the records above, which one has the highest E_tot? C4H8N2O

=====

What is the formula in the third record? C12H24N2O4

=====

Repeat the first record exactly.
# C4H8N2O

The molecule C4H8N2O (ωB97M-V/def2-TZVPD, the OMol25 dataset).

Calculated values
**Gap between HOMO and LUMO**: 8.77 eV
**ΔE to the lowest compared entry with this formula, charge and spin**: 3.7257 eV
**E_tot**: -341.86673 Eh
**HOMO energy**: -7.829 eV

Each line ends with the natural charge from an NBO analysis.
Positions of all 15 atoms, in Å:
C -1.430 -1.397 -0.044  -0.681
C -0.385 -0.491 -0.632  -0.171
C -0.731 0.931 -0.763  -0.264
N -0.041 0.608 0.504  -0.509
C 1.336 0.344 0.773  0.821
O 1.622 -0.158 1.834  -0.602
N 2.219 0.733 -0.196  -0.831
H -2.309 -0.896 0.409  0.163
H -1.789 -2.075 -0.824  0.231
H -0.968 -2.023 0.730  0.226
H -0.178 1.603 -1.423  0.200
H -1.742 1.302 -0.540  0.189
H -0.606 0.620 1.350  0.421
H 1.883 0.600 -1.140  0.406
H 3.120 0.301 -0.039  0.402